Entry 1:
Molecular formula: C38H114O19
Method: DFT, wB97M-V/def2-TZVPD

The orbital gap is 9.18 eV. The calculation puts the molecular weight at 875.3 g/mol. As for the energy above the lowest of the compared OMol25 structures with the same formula, charge and spin: 27.52 kcal/mol. The HOMO energy is -9.066 eV. The calculation puts the lowest unoccupied orbital energy at 0.111 eV.

```
171
Properties=species:S:1:pos:R:3:mulliken_charge:R:1
C 4.047 6.538 1.686 -0.66
C 2.982 6.864 0.681 -0.41
O 2.261 5.737 0.402 -0.36
H 4.698 5.783 1.246 -0.07
H 3.584 6.084 2.562 0.22
H 4.587 7.454 1.924 0.42
H 3.489 7.245 -0.206 0.38
H 2.366 7.668 1.084 0.32
H 2.790 5.348 -0.299 0.16
C 0.254 0.091 4.730 -0.12
C 1.518 -0.416 5.397 -0.54
O 2.646 -0.041 4.590 -0.53
H 0.183 1.173 4.843 0.24
H -0.606 -0.303 5.271 0.26
H 0.166 -0.169 3.675 -0.24
H 1.457 -1.502 5.476 0.24
H 1.698 -0.090 6.422 0.37
H 2.788 -0.587 3.813 0.15
C 0.115 -4.134 0.775 -0.37
C 0.310 -4.871 2.141 -0.30
O 1.091 -6.072 2.009 -0.57
H -0.457 -4.781 0.109 0.43
H 1.055 -3.793 0.341 0.14
H -0.516 -3.251 0.871 -0.12
H -0.636 -5.191 2.577 0.41
H 0.801 -4.109 2.747 0.06
H 0.917 -6.682 2.730 0.31
C -4.374 -0.400 -0.484 -1.23
C -4.639 -0.378 1.058 -0.18
O -4.576 0.901 1.646 0.77
H -5.027 0.237 -1.080 0.43
H -4.519 -1.412 -0.863 0.40
H -3.370 -0.060 -0.738 0.11
H -3.906 -1.018 1.550 0.19
H -5.632 -0.795 1.231 0.28
H -4.842 0.798 2.562 -0.36
C -3.351 -4.538 0.876 -0.30
C -4.862 -4.771 0.856 -0.70
O -5.613 -3.653 0.571 -0.44
H -2.870 -4.333 -0.080 0.13
H -2.829 -5.393 1.306 0.32
H -3.220 -3.644 1.486 0.06
H -5.135 -5.090 1.862 0.33
H -5.131 -5.549 0.141 0.33
H -6.056 -3.395 1.382 0.27
C 3.784 -5.982 -4.315 -1.29
C 2.854 -4.992 -3.588 0.01
O 3.494 -4.491 -2.453 -0.53
H 4.185 -6.738 -3.641 0.32
H 4.570 -5.459 -4.860 0.31
H 3.192 -6.555 -5.029 0.39
H 1.982 -5.592 -3.329 0.26
H 2.549 -4.214 -4.288 0.23
H 3.439 -5.174 -1.781 0.28
C -1.111 4.069 0.065 -0.93
C -2.082 3.310 1.011 0.30
O -3.167 2.909 0.196 -0.60
H -0.681 3.355 -0.638 -0.01
H -0.235 4.530 0.522 0.19
H -1.576 4.927 -0.420 0.50
H -2.501 3.963 1.777 0.34
H -1.711 2.412 1.505 0.10
H -3.783 2.364 0.690 0.24
C -9.064 2.273 2.003 -1.28
C -7.897 1.489 1.454 0.17
O -6.837 2.362 1.239 -0.58
H -9.967 1.666 1.933 0.37
H -9.220 3.194 1.441 0.31
H -8.945 2.513 3.059 0.28
H -8.092 0.951 0.527 0.34
H -7.618 0.677 2.126 0.04
H -6.065 1.802 1.133 0.16
C -4.800 2.373 4.478 -1.19
C -5.007 1.010 5.224 -0.12
O -5.336 0.079 4.248 -0.46
H -3.778 2.420 4.100 0.25
H -4.958 3.194 5.176 0.44
H -5.490 2.588 3.662 0.23
H -5.860 1.079 5.898 0.29
H -4.094 0.725 5.747 0.32
H -5.313 -0.749 4.732 0.14
C 4.949 -0.926 -2.052 -0.87
C 3.856 -1.016 -3.154 0.41
O 2.774 -1.699 -2.519 0.05
H 5.349 -1.917 -1.837 0.44
H 4.598 -0.573 -1.082 -0.19
H 5.816 -0.329 -2.337 0.33
H 4.321 -1.550 -3.983 0.43
H 3.509 -0.061 -3.549 -0.42
H 3.037 -2.610 -2.364 -0.23
C 2.482 0.094 -6.481 -0.53
C 2.449 0.449 -7.951 -0.62
O 3.741 0.858 -8.332 -0.53
H 2.912 0.830 -5.802 0.13
H 3.084 -0.789 -6.265 0.41
H 1.500 -0.104 -6.052 0.24
H 1.755 1.267 -8.141 0.26
H 2.116 -0.385 -8.569 0.35
H 4.153 0.030 -8.586 0.32
C -1.149 -2.702 -3.207 -0.56
C -1.186 -2.458 -4.753 0.30
O -2.218 -3.275 -5.318 -0.58
H -0.466 -2.040 -2.676 -0.03
H -0.879 -3.736 -2.992 0.33
H -2.150 -2.542 -2.807 0.29
H -0.238 -2.661 -5.251 0.22
H -1.436 -1.436 -5.037 -0.28
H -2.612 -2.839 -6.077 0.31
C -0.678 -0.304 0.121 0.65
C 0.552 0.417 -0.399 1.49
O 1.732 -0.253 -0.207 0.85
H -0.932 -1.180 -0.476 -0.17
H -1.603 0.260 0.235 -0.53
H -0.522 -0.537 1.174 -0.54
H 0.599 1.455 -0.069 -1.22
H 0.394 0.679 -1.446 -0.20
H 1.943 -0.567 -1.089 -0.67
C -3.437 -2.766 4.978 -0.68
C -4.684 -3.168 5.728 -0.29
O -5.746 -2.260 5.457 -0.51
H -3.144 -1.739 5.196 0.05
H -3.617 -2.924 3.915 0.07
H -2.568 -3.351 5.280 0.46
H -4.457 -3.187 6.794 0.31
H -4.947 -4.178 5.412 0.35
H -6.521 -2.667 5.851 0.27
C 6.936 1.719 -0.480 -0.76
C 6.916 3.132 -0.997 -0.08
O 6.281 3.239 -2.234 -0.59
H 5.945 1.318 -0.267 -0.03
H 7.453 1.681 0.479 0.42
H 7.401 1.064 -1.217 0.32
H 7.941 3.483 -1.115 0.37
H 6.484 3.843 -0.293 0.08
H 6.699 2.626 -2.844 0.31
C 4.504 -2.354 3.002 -1.79
C 3.431 -2.436 1.942 0.70
O 2.433 -1.475 2.149 0.15
H 5.284 -3.099 2.849 0.43
H 4.124 -2.559 4.003 0.35
H 5.032 -1.405 3.099 0.36
H 2.957 -3.418 1.930 0.16
H 3.867 -2.257 0.959 -0.08
H 2.194 -1.067 1.314 0.12
C 2.469 2.556 -2.654 -1.01
C 3.122 2.735 -1.316 1.74
O 3.738 4.026 -1.243 -0.61
H 3.138 2.289 -3.472 0.25
H 1.857 3.418 -2.920 0.38
H 1.673 1.812 -2.656 0.00
H 3.727 1.848 -1.131 -0.27
H 2.376 2.727 -0.521 -0.68
H 4.624 3.944 -1.602 0.15
C 2.662 2.731 2.399 -0.59
C 1.237 3.123 2.544 1.75
O 1.203 4.453 2.775 -0.62
H 3.194 3.165 1.552 0.00
H 2.853 1.664 2.281 -0.18
H 3.202 2.970 3.316 0.45
H 0.758 2.699 3.427 -0.17
H 0.624 2.853 1.684 -0.96
H 1.500 4.963 2.017 0.27
C -2.199 1.823 -5.125 -1.23
C -0.735 2.199 -4.961 0.35
O -0.047 2.309 -6.237 -0.55
H -2.679 1.668 -4.158 0.29
H -2.180 0.840 -5.596 0.22
H -2.812 2.446 -5.777 0.36
H -0.166 1.502 -4.346 -0.11
H -0.732 3.087 -4.329 0.33
H 0.787 2.719 -5.996 0.31
```

***

Entry 2:
Molecular formula: C6H14N4O
Method: DFT, wB97M-V/def2-TZVPD

The orbital gap is 9.37 eV. The calculation puts the molecular weight at 158.2 g/mol. As for the energy above the lowest of the compared OMol25 structures with the same formula, charge and spin: 27.89 kcal/mol. The HOMO energy is -8.891 eV. The calculation puts the lowest unoccupied orbital energy at 0.475 eV.

```
25
Properties=species:S:1:pos:R:3:mulliken_charge:R:1
H -0.013 5.161 0.695 0.23
N -0.137 4.166 0.496 -0.61
C -0.008 3.435 1.540 0.03
N 0.165 3.869 2.849 -0.48
C -0.140 1.925 1.385 0.87
C -0.448 1.372 0.030 -0.63
O 0.038 1.220 2.367 -0.65
H 0.708 4.715 2.962 0.24
H 0.418 3.072 3.429 0.29
H 0.339 0.652 -0.235 0.10
H -1.405 0.822 0.076 0.28
H -0.484 2.179 -0.708 0.33
C 1.524 -3.087 -2.345 -1.13
C 0.301 -2.181 -2.174 -0.13
C -0.504 -2.516 -0.967 -0.42
N -0.774 -1.622 -0.108 0.21
N -1.583 -1.929 0.968 -0.64
H 2.139 -2.745 -3.183 0.31
H 1.220 -4.120 -2.573 0.30
H 2.144 -3.124 -1.434 0.34
H 0.581 -1.125 -2.076 0.12
H -0.319 -2.259 -3.079 0.26
H -0.865 -3.543 -0.854 0.31
H -1.609 -2.937 1.160 0.25
H -1.288 -1.401 1.778 0.23
```

***

Entry 3:
Molecular formula: C17H34Br8O3
Method: DFT, wB97M-V/def2-TZVPD

The orbital gap is 9.54 eV. The calculation puts the molecular weight at 925.7 g/mol. As for the energy above the lowest of the compared OMol25 structures with the same formula, charge and spin: 0.00 kcal/mol. The HOMO energy is -9.324 eV. The calculation puts the lowest unoccupied orbital energy at 0.211 eV.

```
62
Properties=species:S:1:pos:R:3:mulliken_charge:R:1
C 0.198 3.820 0.964 -0.12
C 1.363 4.538 1.594 0.55
C 2.732 4.198 1.033 -0.94
O 1.217 5.303 2.513 -0.57
H 0.396 2.745 0.973 -0.07
H 0.003 4.146 -0.056 0.04
H -0.698 4.003 1.553 0.24
H 2.677 4.102 -0.052 0.23
H 2.967 3.195 1.410 0.21
H 3.477 4.909 1.368 0.34
C -1.528 -0.966 0.523 -0.89
C -0.553 0.029 -0.029 0.49
C 0.896 -0.186 0.323 -0.67
O -0.885 0.962 -0.727 -0.18
H -1.424 -1.899 -0.044 0.21
H -2.563 -0.643 0.411 0.29
H -1.324 -1.208 1.564 0.24
H 1.482 0.635 -0.103 0.41
H 1.327 -1.087 -0.120 -0.11
H 1.100 -0.178 1.395 0.24
C 0.955 -1.889 3.657 -0.94
C 0.662 -3.242 3.073 0.97
C 1.085 -4.435 3.870 -1.37
O 0.139 -3.363 1.988 -0.48
H 2.020 -1.726 3.446 0.21
H 0.856 -1.950 4.743 0.42
H 0.373 -1.077 3.239 0.22
H 2.168 -4.439 4.009 0.29
H 0.766 -5.335 3.355 0.32
H 0.621 -4.389 4.858 0.44
Br 2.922 -4.560 -1.696 -0.11
C 3.343 -5.129 0.114 -0.43
C 4.409 -4.233 0.729 -0.60
Br 3.747 -2.413 0.856 -0.11
H 3.651 -6.166 0.042 0.39
H 2.402 -5.056 0.654 0.14
H 5.274 -4.214 0.066 0.38
H 4.754 -4.502 1.720 0.38
Br -2.023 -3.413 -3.434 -0.19
C -0.506 -2.346 -4.030 -0.73
C -0.073 -1.452 -2.908 -0.10
Br 1.400 -0.344 -3.538 -0.16
H -0.901 -1.773 -4.862 0.43
H 0.284 -3.005 -4.367 0.44
H 0.348 -2.034 -2.094 0.15
H -0.876 -0.803 -2.581 0.12
Br 1.169 4.366 -2.989 -0.16
C -0.376 3.229 -2.782 0.15
C -1.600 3.918 -3.348 -0.57
Br -3.108 2.783 -3.030 -0.16
H -0.513 2.983 -1.737 -0.27
H -0.175 2.299 -3.306 0.24
H -1.486 4.134 -4.409 0.43
H -1.805 4.873 -2.871 0.39
Br -6.651 0.779 -0.897 -0.18
C -5.683 2.435 -0.573 -0.46
C -4.534 2.103 0.294 -0.43
Br -3.489 3.763 0.626 -0.14
H -6.381 3.061 -0.029 0.40
H -5.407 2.860 -1.526 0.24
H -3.791 1.435 -0.123 -0.01
H -4.835 1.849 1.299 0.53
```

***

Entry 4:
Molecular formula: C22H60O8
Method: DFT, wB97M-V/def2-TZVPD

The orbital gap is 9.98 eV. The calculation puts the molecular weight at 452.7 g/mol. As for the energy above the lowest of the compared OMol25 structures with the same formula, charge and spin: 7.27 kcal/mol. The HOMO energy is -9.419 eV. The calculation puts the lowest unoccupied orbital energy at 0.564 eV.

```
90
Properties=species:S:1:pos:R:3:mulliken_charge:R:1
C 0.313 3.037 -3.238 -0.64
C 1.145 4.057 -2.443 0.64
C 0.863 5.470 -2.927 -1.37
O 0.888 4.026 -1.053 -0.51
H 0.607 3.080 -4.290 0.45
H -0.766 3.210 -3.197 0.18
H 0.490 2.012 -2.903 -0.24
H 2.176 3.720 -2.628 0.24
H 1.672 6.106 -2.570 0.34
H -0.139 5.706 -2.561 0.29
H 0.781 5.623 -4.005 0.37
H 0.874 3.091 -0.785 0.40
C -2.633 3.938 -0.555 -0.70
C -4.036 4.440 -0.232 0.42
C -5.119 3.945 -1.181 -1.41
O -4.418 3.862 1.063 -0.69
H -1.849 4.410 0.035 0.45
H -2.443 4.096 -1.619 0.25
H -2.588 2.860 -0.387 -0.10
H -4.030 5.519 -0.081 0.36
H -6.089 4.043 -0.698 0.42
H -4.934 2.929 -1.519 0.23
H -5.132 4.615 -2.044 0.39
H -3.683 4.053 1.661 0.28
C 1.564 -3.189 -2.759 -1.12
C 2.438 -2.064 -3.285 0.60
C 1.704 -0.703 -3.352 -1.21
O 3.535 -1.925 -2.367 -0.52
H 0.531 -3.120 -3.110 0.38
H 1.433 -3.103 -1.678 0.05
H 1.955 -4.174 -3.003 0.35
H 2.777 -2.224 -4.310 0.31
H 2.297 -0.009 -3.955 0.51
H 1.458 -0.206 -2.411 -0.09
H 0.738 -0.758 -3.864 0.45
H 3.953 -1.091 -2.618 0.24
C -2.131 0.002 -1.991 -0.74
C -2.833 -0.207 -0.661 0.91
C -3.292 -1.655 -0.515 -1.58
O -1.841 0.069 0.353 -0.02
H -2.699 -0.398 -2.838 0.54
H -1.168 -0.497 -2.138 -0.07
H -1.888 1.055 -2.145 -0.14
H -3.678 0.463 -0.486 0.14
H -2.544 -2.329 -0.939 0.29
H -4.215 -1.748 -1.093 0.39
H -3.421 -1.961 0.521 0.35
H -2.270 0.566 1.070 0.01
C -4.023 1.336 4.625 -1.38
C -2.930 1.254 3.591 0.70
C -2.031 0.050 3.770 -1.02
O -3.467 1.367 2.269 -0.42
H -4.443 2.344 4.508 0.39
H -3.553 1.404 5.606 0.39
H -4.814 0.629 4.386 0.32
H -2.257 2.111 3.770 0.26
H -1.467 0.090 4.697 0.44
H -1.258 -0.099 3.004 -0.20
H -2.622 -0.863 3.620 0.34
H -3.803 2.271 2.173 0.16
C 2.170 -2.482 3.246 -0.99
C 1.185 -3.612 2.901 0.21
C 0.022 -3.160 2.016 -0.19
O 1.906 -4.593 2.171 -0.62
H 3.028 -2.843 3.819 0.37
H 1.677 -1.789 3.936 0.38
H 2.586 -2.023 2.348 0.05
H 0.742 -4.042 3.807 0.39
H -0.539 -4.013 1.644 0.35
H 0.570 -2.675 1.202 -0.32
H -0.640 -2.461 2.534 0.06
H 2.531 -4.149 1.576 0.23
C 5.828 -2.658 0.516 -1.32
C 4.872 -3.790 0.137 0.89
C 4.926 -4.904 1.152 -1.68
O 3.530 -3.275 0.074 -0.29
H 5.509 -2.176 1.439 0.25
H 5.828 -1.925 -0.295 0.32
H 6.841 -3.054 0.604 0.40
H 5.142 -4.150 -0.862 0.27
H 4.706 -4.639 2.183 0.34
H 5.862 -5.460 1.052 0.41
H 4.192 -5.682 0.908 0.42
H 3.483 -2.714 -0.725 0.13
C 1.369 0.083 0.423 0.21
O 0.695 1.253 -0.016 -0.47
H 1.479 -0.660 -0.367 -0.06
H 2.265 0.382 0.968 0.39
H 0.808 -0.398 1.233 -0.37
H -0.260 1.077 0.088 0.17
```

***

Entry 5:
Molecular formula: C11H34N2O11
Method: DFT, wB97M-V/def2-TZVPD

The orbital gap is 9.13 eV. The calculation puts the molecular weight at 370.4 g/mol. As for the energy above the lowest of the compared OMol25 structures with the same formula, charge and spin: 10.40 kcal/mol. The HOMO energy is -9.016 eV. The calculation puts the lowest unoccupied orbital energy at 0.118 eV.

```
58
Properties=species:S:1:pos:R:3:mulliken_charge:R:1
N -0.098 -1.261 -0.152 0.21
C -0.971 -0.447 -0.827 0.59
N -1.535 -1.025 -1.907 -0.26
O -1.157 0.743 -0.521 -0.63
H -0.052 -2.201 -0.535 0.00
H 0.480 -0.905 0.586 -0.10
H -2.179 -0.447 -2.432 0.20
H -1.336 -1.977 -2.149 0.13
O -3.346 2.605 0.041 -0.54
C -2.917 2.979 1.345 -0.24
C -1.656 3.860 1.317 -0.51
O -0.459 3.190 0.983 -0.45
H -2.709 1.923 -0.223 0.34
H -3.690 3.430 1.969 0.41
H -2.694 2.061 1.908 0.08
H -1.584 4.280 2.322 0.35
H -1.826 4.661 0.591 0.34
H -0.455 3.061 0.030 0.27
O 1.742 -5.628 1.427 -0.56
C 1.729 -4.514 0.537 0.22
C 0.868 -4.903 -0.642 -0.53
O 0.591 -3.720 -1.444 -0.54
H 1.735 -5.349 2.345 0.32
H 1.256 -3.656 1.025 -0.02
H 2.745 -4.160 0.337 0.19
H -0.116 -5.246 -0.326 0.27
H 1.247 -5.670 -1.319 0.32
H 1.422 -3.498 -1.883 0.26
O -0.011 0.062 5.114 -0.55
C 0.703 0.127 3.886 -0.55
C -0.171 0.696 2.792 0.16
O -1.230 -0.212 2.517 -0.67
H 0.575 -0.184 5.832 0.30
H 1.621 0.726 3.970 0.31
H 1.022 -0.898 3.651 0.24
H 0.461 0.738 1.897 0.20
H -0.453 1.735 2.970 0.14
H -1.391 -0.171 1.564 0.32
O -0.588 1.530 -4.619 -0.56
C -1.421 2.571 -4.085 -0.05
C -2.906 2.230 -4.124 -0.52
O -3.053 1.104 -3.243 -0.51
H -1.057 0.699 -4.477 0.30
H -1.112 2.590 -3.036 0.01
H -1.270 3.491 -4.648 0.36
H -3.248 1.864 -5.104 0.30
H -3.539 3.053 -3.783 0.37
H -3.982 0.943 -3.052 0.22
O 3.541 1.558 0.661 -0.46
C 4.190 0.437 0.112 -0.66
C 3.188 -0.666 -0.114 -0.11
O 2.553 -1.045 1.112 -0.43
H 3.646 1.571 1.616 0.28
H 4.713 0.719 -0.808 0.36
H 5.028 0.010 0.685 0.32
H 3.646 -1.540 -0.595 0.36
H 2.365 -0.354 -0.757 0.15
H 3.145 -1.569 1.662 0.23
```

***

Number 1: calculated total energy -80151.8665 eV. Number 2: calculated total energy -14455.8058 eV. Number 3: calculated total energy -584663.5508 eV. Number 4: calculated total energy -40166.3513 eV. Number 5: calculated total energy -37459.2896 eV.